[1]
C43H44Cl2MnN6OS3 as an isolated structure. Source: the OMol25 dataset; level of theory: wB97M-V/def2-TZVPD.

HOMO (alpha / beta): -16.15 / -16.15 eV
energy above the lowest of the compared OMol25 structures with the same formula, charge and spin: 0.0000 eV
total charge: +3
multiplicity: 5

Cartesian coordinates (Å):
Mn 0.122425 0.099047 0.384989
Cl 1.333142 2.151976 -0.580740
C 0.438905 2.125638 -2.136929
Cl -0.898857 0.968415 -2.041348
H 1.127961 1.810505 -2.909239
H 0.041552 3.119615 -2.296767
N -1.035989 -1.250880 0.839011
S -1.340791 -2.706886 0.806072
N -0.225063 -3.744991 1.356442
S 0.871014 -4.427606 0.482055
N 1.726358 -3.549988 -0.480250
S 2.384216 -2.128443 -0.067856
N 1.542979 -0.911889 -0.205241
C 3.733885 -2.056910 -1.188800
C 4.208462 -3.192056 -1.833842
C 5.310237 -3.066947 -2.665382
C 5.921382 -1.831165 -2.834350
C 5.435095 -0.706291 -2.177827
C 4.333156 -0.811974 -1.347061
C 3.098212 -2.317366 1.544645
C 4.338634 -2.922778 1.698396
C 4.857567 -3.061559 2.976348
C 4.144300 -2.598388 4.074418
C 2.900660 -2.002530 3.904855
C 2.369036 -1.859746 2.633687
C 0.242707 -5.683485 -0.577908
C -0.452537 -6.715115 0.048242
C -0.952757 -7.740480 -0.731450
C -0.751694 -7.725856 -2.109222
C -0.055635 -6.688207 -2.712216
C 0.453504 -5.647710 -1.947398
C 1.841670 -5.295027 1.668964
C 2.847718 -6.103645 1.144087
C 3.636002 -6.827958 2.017932
C 3.409180 -6.743014 3.389095
C 2.399610 -5.934499 3.890329
C 1.598073 -5.197555 3.029052
C -2.678246 -3.053449 1.895658
C -3.737495 -2.152330 1.866120
C -4.843427 -2.400616 2.660369
C -4.879534 -3.530339 3.470787
C -3.812312 -4.418184 3.489640
C -2.699589 -4.189032 2.693749
C -1.868001 -3.262153 -0.790139
C -2.786657 -4.297020 -0.917498
C -3.157223 -4.700540 -2.190236
C -2.617294 -4.074988 -3.307645
C -1.692403 -3.048290 -3.163195
C -1.309337 -2.635756 -1.896995
H 3.725288 -4.150324 -1.700673
H 5.690865 -3.937085 -3.182911
H 6.782895 -1.743525 -3.483084
H 5.917526 0.252065 -2.313750
H 3.943179 0.056779 -0.832570
H 4.906287 -3.261352 0.840432
H 5.830246 -3.516089 3.110354
H 4.563631 -2.696435 5.067295
H 2.350078 -1.645768 4.765932
H 1.392965 -1.414027 2.498246
H -0.584963 -6.730674 1.124393
H -1.486679 -8.559023 -0.268092
H -1.134652 -8.537690 -2.713852
H 0.101443 -6.688773 -3.782651
H 1.000481 -4.833979 -2.402738
H 3.002962 -6.180314 0.073632
H 4.417603 -7.469136 1.633600
H 4.020199 -7.322068 4.069248
H 2.226253 -5.881502 4.956902
H 0.805655 -4.566377 3.406036
H -3.698360 -1.277032 1.230310
H -5.682719 -1.718283 2.644497
H -5.747033 -3.720044 4.089157
H -3.845481 -5.294580 4.122825
H -1.866998 -4.878895 2.701987
H -3.223865 -4.769693 -0.047047
H -3.883137 -5.494083 -2.308958
H -2.924961 -4.386120 -4.297563
H -1.275081 -2.564048 -4.036433
H -0.578994 -1.845732 -1.774984
C -3.226863 2.492916 0.944336
N -2.599411 2.398911 2.257598
C -3.379559 2.962539 3.368256
C -2.474870 3.328592 4.520929
C -1.594682 2.144784 4.852863
N -0.868297 1.712199 3.650305
C 0.407498 1.053785 3.866677
C -1.406319 1.832069 2.429961
O -0.756993 1.427085 1.396253
H -3.266221 3.533837 0.621509
H -4.247040 2.114268 1.011722
H -2.678040 1.909537 0.215624
H -4.136977 2.234915 3.671972
H -3.900689 3.838834 2.985064
H -3.071464 3.609048 5.387126
H -1.854253 4.186302 4.255837
H -2.178918 1.308347 5.246899
H -0.850834 2.410967 5.601350
H 0.978835 1.619474 4.601064
H 0.989144 1.025612 2.951421
H 0.262703 0.036673 4.241828

Cartesian forces, eV/Å:
Mn -0.18 -0.44 0.15
Cl 0.07 0.17 -0.18
C 0.12 0.06 0.12
Cl -0.02 -0.02 0.02
H -0.01 0.00 -0.05
H -0.02 0.02 -0.05
N -0.01 0.06 0.15
S 0.05 -0.17 -0.03
N 0.00 0.10 -0.04
S 0.02 0.04 0.00
N -0.03 0.04 0.06
S -0.03 -0.13 -0.09
N 0.02 0.05 0.00
C 0.06 -0.02 -0.04
C -0.03 -0.06 0.00
C 0.03 0.01 -0.02
C 0.00 -0.01 0.00
C 0.02 -0.02 -0.02
C 0.00 0.06 0.02
C -0.01 0.01 0.05
C 0.05 -0.02 -0.05
C 0.01 -0.01 0.02
C 0.00 -0.01 0.00
C 0.02 0.01 0.00
C 0.01 0.01 0.05
C -0.03 -0.01 -0.02
C -0.01 -0.02 0.05
C -0.01 -0.01 -0.03
C 0.00 0.00 0.00
C 0.00 0.00 -0.02
C 0.00 0.01 -0.03
C 0.05 -0.04 -0.04
C 0.02 0.01 -0.04
C 0.00 -0.01 0.03
C 0.01 -0.01 -0.01
C 0.00 0.00 0.02
C -0.01 0.04 0.05
C -0.04 0.01 0.03
C -0.04 0.05 -0.02
C 0.00 -0.02 0.02
C 0.01 0.00 0.00
C -0.03 0.00 0.01
C 0.03 -0.06 0.01
C 0.04 0.01 -0.09
C -0.04 -0.02 0.05
C -0.01 -0.01 -0.02
C 0.00 0.00 0.00
C -0.01 -0.01 0.00
C 0.04 0.02 -0.03
H 0.01 0.05 0.01
H 0.00 0.01 0.00
H -0.01 0.00 0.01
H -0.01 -0.01 0.01
H -0.01 -0.02 0.00
H -0.03 0.01 0.02
H -0.02 0.01 0.01
H 0.00 0.00 -0.01
H 0.00 -0.01 -0.01
H -0.05 0.03 -0.04
H 0.01 0.02 -0.02
H 0.00 0.01 0.00
H 0.00 0.01 0.01
H 0.00 0.00 0.01
H -0.01 -0.01 0.02
H -0.01 0.01 0.02
H -0.01 0.00 0.00
H 0.00 0.01 -0.01
H 0.00 0.00 -0.01
H 0.01 0.00 -0.02
H 0.02 -0.02 0.00
H 0.01 -0.01 0.00
H 0.01 0.00 -0.01
H 0.00 0.01 -0.01
H -0.02 0.04 -0.02
H 0.02 0.02 0.00
H 0.01 0.01 0.00
H 0.00 0.00 0.01
H -0.01 -0.01 0.01
H -0.03 -0.02 0.02
C -0.01 0.01 0.02
N -0.05 -0.01 0.03
C 0.00 -0.02 -0.06
C 0.00 0.03 0.02
C 0.06 -0.02 -0.04
N -0.02 0.03 0.02
C -0.02 0.00 0.04
C -0.08 -0.11 -0.07
O 0.09 0.29 0.08
H 0.01 0.00 -0.01
H 0.00 0.00 0.01
H 0.01 -0.01 -0.01
H -0.01 0.00 0.01
H 0.01 0.02 0.00
H 0.00 -0.01 0.00
H 0.00 0.00 -0.01
H -0.02 0.01 0.00
H 0.00 0.01 0.01
H -0.01 -0.01 0.02
H 0.03 0.01 -0.05
H 0.00 0.00 -0.02

Mulliken atomic charge list, values in e, 5 entries: number 1, Mn, carries -0.147; number 2, Cl, carries -0.029; number 3, C, carries -0.370; number 4, Cl, carries -0.002; number 5, H, carries 0.400



[2]
An isolated ion of composition C5H10N3O4S2 and charge -1. Source: the OMol25 dataset; level of theory: wB97M-V/def2-TZVPD.

HOMO: -5.04 eV
energy above the lowest of the compared OMol25 structures with the same formula, charge and spin: 0.1665 eV
total charge: -1
multiplicity: 1

Cartesian coordinates (Å):
C 3.107273 -0.259049 -0.258718
C 1.974178 0.409090 0.515608
C 1.264103 1.405462 0.102270
S -0.061949 1.868366 1.184508
O -0.773581 3.019708 0.678383
O 0.505216 1.890345 2.528585
N -1.134014 0.589325 1.177118
C -1.614803 0.358035 -0.286390
N -0.843887 -0.705661 -0.720623
N -0.067330 -0.483027 -1.689125
O 0.714296 -1.374259 -2.053776
O -0.047322 0.613677 -2.254375
S -3.316826 -0.191105 -0.243944
C -2.856896 -1.927537 0.195776
H 3.135821 -1.361028 0.051675
H 2.948278 -0.253249 -1.312644
H 4.056291 0.232610 0.013366
H 2.061402 -0.024906 1.535572
H 1.341733 1.872532 -0.786619
H -0.840842 -0.376167 1.458556
H -1.605144 1.347354 -0.638566
H -3.404043 -2.449794 1.009750
H -1.825603 -1.823759 0.589360
H -2.716351 -2.376961 -0.795746

Cartesian forces, eV/Å:
C -0.27 -0.96 1.05
C 3.40 -2.42 0.78
C -1.67 0.03 2.85
S 0.35 -0.73 1.95
O 0.45 -0.59 0.03
O -0.55 0.22 -0.87
N -0.56 -0.16 -1.12
C -0.46 -0.22 3.14
N 0.51 -0.83 -0.04
N 1.02 0.06 -1.04
O 0.37 -0.83 -0.08
O 0.01 1.50 -1.06
S -0.90 -0.66 0.61
C 0.77 0.37 0.48
H 0.14 1.53 -0.39
H -0.06 0.19 -0.81
H -0.18 -0.32 -0.12
H -1.35 0.75 -0.50
H 0.03 1.25 -2.94
H 0.53 1.71 0.16
H 0.13 0.87 -1.55
H -0.44 0.44 -1.10
H -0.89 -0.48 -0.26
H -0.38 -0.72 0.81

Mulliken atomic charge list, values in e, 5 entries: number 1, C, carries -1.353; number 2, C, carries 0.063; number 3, C, carries -0.536; number 4, S, carries 1.155; number 5, O, carries -0.671



Look up the total charge of the first one.
+3



Look up the total charge of the first one.
+3